# C15H27Cl3O23S5

A 7-piece molecular cluster, C15H27Cl3O23S5 overall at a distorted geometry (ωB97M-V/def2-TZVPD, OMol25).

LUMO ... 0.10 eV
DFT total energy ... -5689.557624 hartree
Orbital gap ... 0.3961 Eh
ΔE to the lowest compared entry with this formula, charge and spin ... 324.9 kJ/mol
Structure (SMILES) ... C[C@H]1COC(=O)O1.O=S1(=O)OCCO1.O=S1(=O)OCCO1.O=S1(=O)OCCO1.O=S1(=O)OCCO1.O=S1(=O)OCCO1.ClC(Cl)Cl

XYZ file:
```
73
Properties=species:S:1:pos:R:3:forces:R:3
C -0.5160 -0.0163 0.2818 -0.027 0.057 1.158
Cl -0.5025 1.6616 0.8605 0.184 -0.437 0.032
Cl 0.8624 -0.3696 -0.6755 1.539 0.046 -0.468
Cl -1.9053 -0.3550 -0.6645 -1.548 -0.182 -0.703
H -0.5208 -0.7253 1.1096 0.018 0.545 0.214
C 3.0787 0.6540 -3.6987 -0.035 -0.099 0.187
C 3.1519 0.2230 -5.1639 -3.216 0.318 0.393
C 4.3925 0.6037 -5.8441 2.260 1.798 1.493
O 5.0665 -0.5700 -6.1255 -0.833 -2.201 -0.634
C 4.1969 -1.5998 -5.9099 1.274 -5.802 -1.173
O 4.4755 -2.8037 -6.1933 -1.316 5.439 1.294
O 3.0157 -1.2035 -5.3386 1.911 0.400 -0.553
H 3.7812 0.0970 -3.0788 0.251 -0.050 -0.145
H 2.1126 0.5577 -3.2034 -0.218 -0.291 -0.449
H 3.3169 1.7136 -3.6058 0.179 0.049 -0.187
H 2.3316 0.6619 -5.7320 -0.395 0.001 0.297
H 4.9775 1.0419 -5.0354 0.423 0.773 -0.380
H 4.3640 1.3000 -6.6822 -0.323 -0.326 -0.134
C 1.4342 2.5536 5.1101 -0.923 0.964 -0.129
C 0.0926 2.2787 4.3862 1.972 -2.710 0.737
O -0.4155 3.5000 4.0810 -0.306 3.347 -1.733
S 0.7972 4.4867 3.4838 0.313 1.419 1.400
O 0.5023 5.9030 3.8318 0.641 -4.187 -0.657
O 1.2249 4.1995 2.1263 -1.042 -0.015 1.855
O 1.8965 3.8051 4.5267 -0.425 0.652 -1.058
H 2.1801 1.7661 5.0022 -0.056 0.226 -0.191
H 1.2266 2.7825 6.1554 0.255 -0.142 0.077
H -0.5567 1.7181 5.0586 -0.284 0.325 -0.164
H 0.2801 1.6557 3.5116 -0.172 0.106 -0.132
C -3.5445 4.0355 -1.7933 -2.226 0.428 -1.385
C -2.8762 2.9636 -1.0210 1.379 0.039 1.051
O -3.8355 2.3653 -0.1897 -2.759 -1.569 0.346
S -5.3402 2.4968 -0.8952 0.357 0.792 -0.518
O -6.4462 2.4663 0.0682 2.977 0.272 -1.775
O -5.4202 1.6901 -2.1007 0.211 0.573 1.790
O -4.9400 4.0008 -1.3816 -1.365 -0.265 0.869
H -3.6372 3.7759 -2.8479 0.715 0.373 -0.148
H -3.2002 5.0542 -1.6149 0.019 -0.236 -0.086
H -2.2110 3.4186 -0.2871 0.460 -0.307 -0.415
H -2.3914 2.2305 -1.6657 0.101 0.048 0.222
C -4.8191 -1.5533 1.9147 -1.069 1.067 0.784
C -5.2960 -0.2599 2.6071 -2.144 0.317 -0.984
O -4.4239 0.0648 3.6612 1.587 -0.583 0.691
S -3.0493 -0.7898 3.5847 1.153 -1.193 1.936
O -3.0027 -1.8110 4.6815 -0.344 3.042 -3.311
O -1.8763 0.0969 3.4270 -2.923 -2.123 -0.037
O -3.4555 -1.4840 2.1651 2.874 -0.220 0.719
H -4.9844 -1.5536 0.8373 0.088 0.105 0.126
H -5.2901 -2.4248 2.3694 0.233 -0.161 0.017
H -6.3023 -0.3744 3.0100 0.100 -0.204 0.271
H -5.3882 0.6013 1.9455 0.487 -0.057 -0.238
C -0.3362 -2.8069 -4.0245 0.151 3.509 0.490
C 0.2855 -2.9217 -2.6036 0.130 -1.179 -1.846
O 0.4377 -4.3120 -2.6060 1.012 -3.799 0.385
S 0.9157 -5.0192 -4.0850 -1.633 1.236 1.388
O 0.3230 -6.3349 -4.3139 1.154 2.854 0.750
O 2.3278 -4.7909 -4.2220 -1.498 -0.303 -0.191
O -0.0055 -3.8713 -4.8454 1.073 -2.315 -0.402
H 0.1054 -1.9253 -4.4891 -0.120 0.204 -0.149
H -1.4082 -2.6152 -3.9768 -0.107 -0.635 -0.079
H -0.3586 -2.6468 -1.7683 -0.064 -0.063 -0.329
H 1.2721 -2.4693 -2.5030 -0.093 0.297 -0.137
C 3.6840 -1.6138 4.5848 1.272 -1.672 -0.748
C 4.0911 -2.2867 3.1958 0.351 0.680 2.111
O 2.8786 -2.4638 2.5394 -2.180 0.174 -1.472
S 1.5509 -1.8059 3.2722 1.066 0.703 -0.896
O 0.3882 -2.6631 3.1842 2.293 1.119 0.383
O 1.4324 -0.4175 2.8237 0.220 -2.181 0.951
O 2.3104 -1.9038 4.6963 -1.990 0.755 0.164
H 3.9902 -0.5692 4.6425 -0.626 0.096 -0.065
H 4.1487 -2.1861 5.3877 0.016 0.304 0.070
H 4.5282 -3.2760 3.3308 -0.009 0.076 0.101
H 4.8277 -1.6309 2.7316 -0.432 -0.022 -0.650
```
Positions in Å, forces in eV/Å.